(1)
Computed, not measured: a structure of composition C39H56N11S2Sm, with wB97M-V/def2-TZVPD.

Atoms and positions in Å:
Sm 1.5171 0.0937 -0.0187
C 3.8890 -2.6705 0.8779
C 2.4784 -3.2257 0.9463
N 1.5628 -2.2859 1.6163
C 1.8255 -2.1644 3.0696
C 1.9809 -0.7268 3.5576
N 2.7427 0.1020 2.6110
C 4.1889 -0.2134 2.6610
C 4.7833 -0.4088 1.2813
N 3.9092 -1.2572 0.4528
H 4.3696 -2.7516 1.8517
H 4.4598 -3.2970 0.1938
H 2.1173 -3.3706 -0.0702
H 2.4980 -4.2025 1.4380
H 0.6384 -2.6748 1.5099
H 1.0161 -2.6156 3.6430
H 2.7228 -2.7361 3.3094
H 1.0059 -0.2839 3.6947
H 2.4589 -0.7544 4.5408
H 2.6233 1.0679 2.8842
H 4.7447 0.5702 3.1746
H 4.3176 -1.1204 3.2518
H 4.8740 0.5514 0.7923
H 5.7862 -0.8340 1.3842
H 4.2370 -1.2224 -0.5062
N -0.3538 -1.4635 -1.1704
C -0.6997 -1.5153 -2.6204
C -1.1728 -0.1458 -3.1162
C -0.3926 0.3375 -4.3365
C 1.1074 0.4464 -4.0808
N 1.3851 1.1088 -2.7815
H -0.0704 -2.4010 -0.8934
H -1.2181 -1.2731 -0.6739
H -1.4738 -2.2636 -2.7925
H 0.1941 -1.8318 -3.1483
H -1.0498 0.5782 -2.3062
H -2.2354 -0.1737 -3.3611
H -0.7882 1.3099 -4.6423
H -0.5530 -0.3435 -5.1768
H 1.5624 0.9943 -4.9065
H 1.5730 -0.5360 -4.0554
H 0.8471 1.9696 -2.7488
H 2.3508 1.4050 -2.7774
C -4.9181 3.3118 2.3126
C -4.3823 2.9681 0.9128
C -5.3065 3.5761 -0.1560
C -4.3968 1.4521 0.7479
C -2.9737 3.5368 0.7542
C -2.7881 4.9285 0.8761
C -1.5572 5.5199 0.7053
C -0.4691 4.6954 0.4324
S 1.1670 5.1471 0.1176
C 1.5932 3.4835 -0.0894
N 0.5994 2.6395 0.0826
C -0.6039 3.3139 0.3473
C -1.8744 2.7396 0.4828
C 2.9489 3.1038 -0.5254
C 3.8593 4.1132 -0.8647
C 5.0738 3.7984 -1.4404
C 5.3676 2.4651 -1.6994
C 4.4709 1.4775 -1.3191
C 3.2517 1.7416 -0.6858
H -5.9004 2.8531 2.4559
H -5.0327 4.3880 2.4571
H -4.2461 2.9342 3.0902
H -6.3178 3.1758 -0.0441
H -4.9499 3.3329 -1.1612
H -5.3669 4.6632 -0.0719
H -5.4214 1.0846 0.8483
H -3.7850 0.9550 1.5058
H -4.0348 1.1558 -0.2400
H -3.6419 5.5655 1.0763
H -1.4416 6.5965 0.7584
H -1.9848 1.6702 0.3449
H 3.6128 5.1570 -0.7012
H 5.7727 4.5814 -1.7067
H 6.2974 2.1991 -2.1904
H 4.7484 0.4463 -1.5426
N 4.9051 -3.6066 -3.5980
C 3.5782 -3.4851 -3.5026
N 2.8444 -4.2837 -4.2816
S 2.8571 -2.3738 -2.4470
H 5.3409 -4.2296 -4.2576
H 5.4917 -2.9816 -3.0767
H 3.2585 -4.9401 -4.9239
H 1.8450 -4.2226 -4.2411
C -1.7280 0.7410 3.6025
C -0.8123 0.7766 2.5761
N -0.6558 -0.2326 1.7010
C -1.4600 -1.2843 1.8324
C -2.4502 -1.4029 2.7966
C -2.5544 -0.3677 3.7197
C -3.3003 -2.6107 2.9219
C -3.9495 -3.3566 2.0192
C -4.1925 -3.2312 0.5582
C -4.9797 -4.2073 -0.0427
C -5.2325 -4.0989 -1.3988
N -4.7790 -3.0782 -2.1244
C -4.0617 -2.1799 -1.4575
N -3.7200 -2.2102 -0.1714
H -1.7970 1.5689 4.2973
H -0.1796 1.6475 2.4359
H -1.3086 -2.1157 1.1530
H -3.2896 -0.4254 4.5170
H -3.4128 -2.9393 3.9519
H -4.4791 -4.2079 2.4354
H -5.3830 -5.0313 0.5337
H -5.8128 -4.8494 -1.9262
H -3.7116 -1.3236 -2.0306

⟨S²⟩	8.764
energy relative to the best compared isomer or geometry (same formula, charge and spin)	0.000	eV
charge	+2
orbital gap (alpha / beta)	7.43 / 7.80	eV
HOMO (alpha / beta)	-0.462 / -0.463	Eh
multiplicity	6

***

(2)
Computed, not measured: a structure of composition C39H56N4O2PtS, with wB97M-V/def2-TZVPD.

Atoms and positions in Å:
Pt -0.8868 -0.1241 0.0654
C -0.9517 1.1435 -1.9425
C -0.0929 2.2261 -1.5612
C 1.2163 1.6550 -1.3343
C 1.0800 0.2550 -1.4947
C -0.2110 -0.0768 -2.0341
C -0.4639 -1.2397 -2.9577
C 0.0697 -0.8453 -4.3477
C -1.9482 -1.5908 -3.0925
C 0.2986 -2.4627 -2.4424
C 2.6055 2.2099 -1.0673
C 2.8427 2.1982 0.4545
C 3.6568 1.2936 -1.7314
C 2.8771 3.6144 -1.6160
C -0.6300 3.6355 -1.5663
C -2.1675 3.6393 -1.4809
C -0.2721 4.2811 -2.9244
C -0.0987 4.4938 -0.4012
H -1.8981 1.2978 -2.4285
H 1.8924 -0.4442 -1.4293
H -0.4690 0.0092 -4.7498
H -0.0642 -1.6832 -5.0285
H 1.1278 -0.6002 -4.3095
H -2.5307 -0.7502 -3.4624
H -2.3537 -1.9266 -2.1394
H -2.0554 -2.4029 -3.8091
H 1.3736 -2.3199 -2.5175
H 0.0383 -3.3388 -3.0281
H 0.0351 -2.6497 -1.4009
H 2.7301 1.1902 0.8412
H 2.1396 2.8500 0.9631
H 3.8463 2.5516 0.6713
H 3.7544 0.3347 -1.2316
H 4.6296 1.7753 -1.6889
H 3.4140 1.1293 -2.7786
H 2.2433 4.3713 -1.1757
H 2.7608 3.6278 -2.6967
H 3.9069 3.8874 -1.3947
H -2.6339 3.2696 -2.3903
H -2.5086 4.6615 -1.3451
H -2.5081 3.0512 -0.6333
H -0.6768 3.6994 -3.7489
H 0.7977 4.3716 -3.0649
H -0.7109 5.2752 -2.9605
H -0.9248 4.8273 0.2208
H 0.4017 5.3823 -0.7741
H 0.5904 3.9306 0.2189
C 4.5932 -5.3716 -1.2674
C 3.3939 -4.6936 -0.7047
C 3.5300 -3.5136 0.0274
C 2.4535 -2.9744 0.7084
C 1.2217 -3.6067 0.6483
C 1.0503 -4.7485 -0.1223
C 2.1288 -5.2727 -0.8055
S -0.0777 -3.2480 1.8117
O -0.7708 -4.4770 2.0322
O 0.4502 -2.5256 2.9364
N -1.2147 -2.1467 1.1035
C -2.4730 -2.2874 1.4946
C -2.9056 -3.0795 2.5902
C -4.2448 -3.3808 2.7705
C -5.2096 -2.8936 1.9100
C -4.8591 -1.9510 0.9134
C -5.8109 -1.3393 0.0762
C -5.4003 -0.3766 -0.8151
C -4.0549 -0.0171 -0.8439
N -3.1311 -0.6082 -0.1051
C -3.4977 -1.5805 0.7479
H 5.3421 -4.6615 -1.6098
H 4.3352 -6.0504 -2.0752
H 5.0476 -5.9631 -0.4704
H 4.5008 -3.0457 0.1040
H 2.5915 -2.1037 1.3321
H 0.0901 -5.2363 -0.1403
H 2.0001 -6.1700 -1.3891
H -2.1692 -3.4586 3.2786
H -4.5277 -4.0246 3.5883
H -6.2415 -3.1936 2.0104
H -6.8507 -1.6158 0.1626
H -6.0974 0.1167 -1.4703
H -3.7209 0.7764 -1.4915
C 1.4652 3.3051 4.0407
C 0.4887 2.2632 4.5816
N -0.0055 1.3819 3.5274
C -1.4121 1.4538 3.1730
C -1.6880 2.2440 1.8967
C 0.7955 0.5263 2.8940
C 2.0750 0.0595 3.5235
N 0.5041 0.0066 1.7314
H 1.8407 3.9028 4.8655
H 0.9709 3.9754 3.3402
H 2.3154 2.8430 3.5465
H -0.3637 2.7840 5.0179
H 0.9582 1.6826 5.3786
H -1.9502 1.9091 4.0063
H -1.7910 0.4290 3.0552
H -1.1229 3.1717 1.8850
H -2.7471 2.4840 1.8377
H -1.4052 1.6275 1.0081
H 2.3555 0.5906 4.4224
H 2.9018 0.1223 2.8206
H 1.9102 -0.9941 3.7638
H 1.1610 -0.7294 1.4933

⟨S²⟩	6.059
charge	+2
orbital gap (alpha / beta)	7.57 / 6.25	eV
HOMO (alpha / beta)	-0.492 / -0.514	Eh
multiplicity	5

***

Max |F|, record by record: 0.6 1.0 eV/Å
Energy, record by record: -97309.4875 -65472.5862 eV